w) 14
Properties=species:S:1:pos:R:3 method="wB97M-V/def2-TZVPD" homo_lumo_gap_ev=9.368 charge=0 homo_energy_ev=-9.69
C -0.282 1.398 0.498
C 0.916 -0.609 -1.309
C -0.932 0.823 -0.673
N -0.079 0.057 1.971
O 0.675 3.019 2.238
O -0.006 0.428 -1.624
S 0.190 2.915 0.845
H 1.575 -0.357 -0.307
H 1.538 -0.611 -2.069
H 0.474 -1.507 -1.203
H -1.655 1.487 -1.120
H -1.562 0.063 -0.362
H 0.687 0.442 2.532
H -0.935 0.230 2.506

x) 14
Properties=species:S:1:pos:R:3 method="wB97M-V/def2-TZVPD" homo_lumo_gap_ev=7.638 charge=0 homo_energy_ev=-7.23
C -0.929 0.011 -0.512
C -1.310 -1.427 1.398
C 1.107 0.745 -1.401
N -0.453 -0.795 0.354
O -1.959 0.378 -1.019
O 0.962 2.050 -1.620
S 2.239 0.323 0.022
H -2.048 -1.763 0.688
H -0.911 -2.324 1.896
H -1.551 -0.765 2.205
H 1.212 0.175 -2.409
H 0.524 -0.749 0.645
H 0.910 2.504 -0.816
H 2.208 1.637 0.569

x) (33.1 kcal/mol below the next structure)

w) 14
Properties=species:S:1:pos:R:3 method="wB97M-V/def2-TZVPD" smiles="O=C(O)NCCS" homo_lumo_gap_ev=9.671 charge=0 homo_energy_ev=-9.05
C -0.646 0.344 0.441
C 0.650 1.171 0.702
S 0.310 2.987 0.470
N -0.326 -1.011 0.006
C 0.273 -1.370 -1.188
O -0.179 -2.648 -1.323
O 1.042 -0.739 -1.798
H -1.162 0.361 1.431
H -1.281 0.786 -0.306
H 1.452 0.919 -0.024
H 0.862 1.085 1.860
H -0.738 2.896 1.305
H -0.716 -1.880 0.492
H 0.460 -2.901 -2.068

x) 14
Properties=species:S:1:pos:R:3 method="wB97M-V/def2-TZVPD" homo_lumo_gap_ev=8.962 charge=0 homo_energy_ev=-8.43
C 2.105 -0.543 -0.177
C -0.519 -0.602 -0.825
C 0.971 -0.941 0.621
N -0.755 0.726 -0.834
O 2.827 -1.293 -0.749
O 0.502 -0.028 1.579
S 2.534 1.239 -0.078
H -1.438 -1.067 -0.457
H -0.068 -1.006 -1.675
H 0.856 -1.955 0.786
H 1.264 1.663 -0.192
H -1.187 1.089 0.050
H -0.126 1.469 -1.238
H 1.040 -0.080 2.444

w) (48.7 kcal/mol below the next structure)

w) 19
Properties=species:S:1:pos:R:3 method="wB97M-V/def2-TZVPD" smiles=CC[C@H]1C[C@H]2C[C@@H]12 homo_lumo_gap_ev=10.773 charge=0 homo_energy_ev=-9.55
C 2.501 0.238 -0.653
C 1.070 -0.270 -0.803
C 0.249 -0.126 0.480
C -0.635 1.148 0.683
C -1.860 0.249 0.845
C -2.045 -0.597 -0.377
C -1.007 -0.987 0.630
H 3.066 0.137 -1.587
H 3.029 -0.330 0.122
H 2.522 1.294 -0.361
H 0.573 0.267 -1.622
H 1.086 -1.327 -1.098
H 0.904 -0.262 1.349
H -0.674 1.847 -0.163
H -0.380 1.705 1.589
H -2.664 0.400 1.559
H -2.937 -1.215 -0.383
H -1.756 -0.228 -1.360
H -1.044 -1.941 1.150

x) 19
Properties=species:S:1:pos:R:3 method="wB97M-V/def2-TZVPD" smiles="C[C@H]1C=CC1(C)C" homo_lumo_gap_ev=10.299 charge=0 homo_energy_ev=-9.30
C 1.334 -1.316 -0.025
C 0.194 -1.766 0.500
C 0.854 0.081 -0.545
C -0.565 -0.276 0.032
C 1.674 1.297 -0.157
C -1.074 0.490 1.215
C -1.640 -0.355 -0.936
H 2.417 -1.835 -0.003
H -0.196 -2.502 1.100
H 0.799 -0.059 -1.592
H 2.280 1.254 0.766
H 1.068 2.079 -0.207
H 2.556 1.372 -0.856
H -1.527 1.514 0.939
H -0.345 0.802 1.992
H -1.956 -0.010 1.751
H -1.499 -0.876 -1.887
H -1.699 0.680 -1.509
H -2.673 -0.574 -0.577

w) (37.9 kcal/mol below the next structure)

w) 19
Properties=species:S:1:pos:R:3 method="wB97M-V/def2-TZVPD" homo_lumo_gap_ev="7.222 / 6.868" charge=0 homo_energy_ev="-6.37 / -6.07"
C 0.779 -0.473 -0.670
C 1.719 -0.130 -1.773
C -1.422 -1.271 1.418
C -0.644 -0.193 -0.746
C -0.018 1.237 0.048
C -1.675 -0.591 0.133
C 0.547 1.525 1.222
H 1.162 -1.003 0.195
H -0.975 0.144 -1.725
H -0.347 2.053 -0.583
H -2.664 -0.196 -0.065
H 2.218 -1.029 -2.147
H 2.502 0.561 -1.426
H 1.219 0.344 -2.620
H -2.319 -1.769 1.798
H -0.617 -2.013 1.350
H -1.098 -0.549 2.194
H 0.595 2.556 1.544
H 1.036 0.797 1.851

x) 19
Properties=species:S:1:pos:R:3 method="wB97M-V/def2-TZVPD" smiles="C/C=C/[C@@H]1C[C@@H]1C" homo_lumo_gap_ev=9.493 charge=0 homo_energy_ev=-8.33
C 1.998 0.191 1.251
C 1.262 -1.029 0.809
C -0.178 -1.191 1.027
C -1.348 0.364 -0.815
C -1.992 1.642 -1.190
C -0.154 -0.054 -1.249
C 0.515 -1.109 -0.486
H 1.449 1.101 0.991
H 2.150 0.160 2.332
H 2.969 0.224 0.750
H 1.782 -1.966 0.971
H -0.690 -2.095 1.321
H -0.643 -0.321 1.526
H -1.877 -0.280 -0.118
H -1.418 2.134 -1.978
H -1.996 2.312 -0.318
H -3.028 1.495 -1.496
H 0.237 0.313 -2.200
H 0.962 -1.891 -1.128

y) 19
Properties=species:S:1:pos:R:3 method="wB97M-V/def2-TZVPD" smiles=CC#CCCCC homo_lumo_gap_ev=10.377 charge=0 homo_energy_ev=-9.30
C 2.054 -2.198 0.603
C 1.995 -0.669 0.651
C 0.605 -0.190 0.253
C 0.360 1.326 0.282
C -1.000 1.544 -0.228
C -2.114 1.447 -0.680
C -3.453 1.231 -1.229
H 1.578 -2.640 1.485
H 1.516 -2.573 -0.276
H 3.080 -2.574 0.549
H 2.252 -0.312 1.657
H 2.740 -0.239 -0.032
H -0.148 -0.667 0.894
H 0.395 -0.537 -0.767
H 0.466 1.723 1.300
H 1.097 1.851 -0.339
H -3.641 0.154 -1.316
H -3.555 1.669 -2.226
H -4.228 1.654 -0.583

z) 19
Properties=species:S:1:pos:R:3 method="wB97M-V/def2-TZVPD" smiles="C[C@@H]1C=C[C@H](C)C1" homo_lumo_gap_ev=10.086 charge=0 homo_energy_ev=-8.90
C -2.348 -0.605 -0.006
C -1.162 0.781 -0.049
C -0.107 0.239 0.927
C 1.259 0.366 0.236
C 2.146 -0.849 0.440
C 0.890 0.636 -1.202
C -0.403 0.934 -1.337
H -1.706 -1.335 -0.535
H -2.717 -0.496 1.035
H -3.303 -0.784 -0.552
H -1.691 1.689 0.265
H -0.131 0.659 1.938
H -0.343 -0.831 1.028
H 1.782 1.241 0.641
H 1.651 -1.745 0.048
H 2.365 -1.004 1.503
H 3.091 -0.725 -0.097
H 1.611 0.614 -2.017
H -0.884 1.216 -2.268

y) (7.1 kcal/mol below the next structure)

w) 19
Properties=species:S:1:pos:R:3 method="wB97M-V/def2-TZVPD" homo_lumo_gap_ev=9.430 charge=0 homo_energy_ev=-9.19
C -3.061 0.656 0.184
C -2.107 -0.043 -0.779
C -0.705 0.033 -0.198
C 0.342 -0.661 -1.039
C 1.640 -0.520 -0.405
C 2.670 -0.355 0.208
C 3.750 -0.066 1.149
H -3.394 0.062 1.028
H -1.996 1.820 1.345
H -3.948 1.080 -0.330
H -2.386 -1.111 -0.917
H -2.118 0.393 -1.794
H -0.722 -0.406 0.811
H -0.398 1.082 -0.134
H 0.081 -1.716 -1.147
H 0.360 -0.192 -2.030
H 3.200 0.372 2.066
H 4.499 0.589 0.621
H 4.294 -1.019 1.363

x) 19
Properties=species:S:1:pos:R:3 method="wB97M-V/def2-TZVPD" smiles="C=C(/C=C/C)CC" homo_lumo_gap_ev=9.272 charge=0 homo_energy_ev=-8.32
C -0.806 -2.425 0.526
C -0.015 -1.398 -0.359
C -0.822 -0.135 -0.549
C -2.117 0.048 -1.000
C 1.966 2.402 0.739
C 1.245 1.169 0.351
C 0.079 1.097 -0.339
H -1.258 -1.864 1.354
H -0.301 -3.338 0.839
H -1.807 -2.832 0.144
H 1.051 -1.440 -0.099
H 0.065 -1.847 -1.342
H -2.645 -0.889 -1.273
H -2.610 1.019 -0.849
H 1.270 3.155 1.120
H 2.882 2.184 1.287
H 2.305 2.914 -0.185
H 1.704 0.295 0.677
H -0.185 1.885 -1.041

y) 19
Properties=species:S:1:pos:R:3 method="wB97M-V/def2-TZVPD" smiles=CC1CC2(CC2)C1 homo_lumo_gap_ev=10.952 charge=0 homo_energy_ev=-9.81
C -2.385 0.467 0.132
C -1.270 -0.559 0.010
C -0.237 -0.268 -1.112
C 0.838 -0.089 -0.040
C 2.276 -0.489 -0.129
C 1.899 0.964 -0.006
C -0.146 -0.436 1.077
H -3.043 0.445 -0.745
H -1.970 1.479 0.210
H -3.000 0.287 1.022
H -1.694 -1.567 -0.049
H -0.058 -1.102 -1.800
H -0.458 0.630 -1.703
H 2.650 -0.842 -1.087
H 2.724 -0.974 0.735
H 2.013 1.598 -0.883
H 2.091 1.466 0.940
H -0.311 0.356 1.818
H 0.081 -1.366 1.608

z) 19
Properties=species:S:1:pos:R:3 method="wB97M-V/def2-TZVPD" smiles="C=C(C)CC1=CC1.[H][H]" homo_lumo_gap_ev=10.118 charge=0 homo_energy_ev=-9.04
C 1.612 -1.471 0.422
C 0.161 -1.170 0.171
C -0.169 -0.555 -1.184
C -0.535 0.874 -1.002
C -0.252 2.136 -0.979
C -1.618 1.770 -0.476
C -0.788 -1.373 1.084
H 2.234 -0.593 0.207
H 1.960 -2.280 -0.233
H 1.788 -1.769 1.459
H 1.474 1.304 2.100
H 0.690 -0.637 -1.859
H -1.005 -1.089 -1.650
H 0.444 2.945 -1.135
H 0.883 1.055 1.726
H -2.499 1.975 -1.094
H -1.828 1.796 0.599
H -1.832 -1.150 0.879
H -0.549 -1.764 2.070

y) (25.5 kcal/mol below the next structure)

w) 19
Properties=species:S:1:pos:R:3 method="wB97M-V/def2-TZVPD" smiles="C=C/C=C/CCC" homo_lumo_gap_ev=10.314 charge=0 homo_energy_ev=-9.12
C -2.964 -0.922 0.533
C -2.040 -0.914 -0.670
C -0.526 -1.255 -0.547
C 0.316 -0.036 -0.434
C 1.471 -0.024 0.253
C 2.435 1.102 0.150
C 2.171 2.285 0.688
H -3.091 -1.936 0.955
H -3.931 -0.512 0.214
H -2.678 -0.351 1.401
H -2.083 0.078 -1.160
H -2.531 -1.515 -1.458
H -0.290 -1.929 -1.360
H -0.398 -1.802 0.398
H 0.114 0.816 -1.083
H 1.607 -0.946 0.825
H 3.338 0.717 -0.320
H 1.262 2.507 1.236
H 2.763 3.120 0.342

x) 19
Properties=species:S:1:pos:R:3 method="wB97M-V/def2-TZVPD" smiles="CC1=CC1.C=CC" homo_lumo_gap_ev=9.746 charge=0 homo_energy_ev=-8.65
C -2.391 0.542 -0.056
C -1.739 -0.724 -0.495
C -0.725 -0.745 -1.346
C 1.259 0.288 0.372
C 2.419 -0.295 -0.368
C 2.031 1.142 -0.213
C 0.598 -0.041 1.640
H -3.156 0.714 -0.822
H -1.716 1.404 -0.082
H -2.866 0.459 0.925
H -2.292 -1.638 -0.295
H -0.495 -1.648 -1.894
H -0.222 0.181 -1.607
H 2.288 -0.761 -1.344
H 3.219 -0.761 0.227
H 2.247 2.159 -0.483
H 1.555 0.054 2.190
H -0.125 0.697 2.000
H 0.111 -1.025 1.652

y) 19
Properties=species:S:1:pos:R:3 method="wB97M-V/def2-TZVPD" smiles=C[C@H]1[C@H]2CCC[C@@H]12 homo_lumo_gap_ev=9.562 charge=0 homo_energy_ev=-8.50
C 1.793 -0.183 1.332
C 1.324 0.673 0.154
C 0.597 0.274 -1.159
C -0.682 -0.379 -1.620
C -1.423 -0.896 -0.395
C -1.126 0.253 0.599
C -0.086 1.142 -0.117
H 2.738 -0.674 1.060
H 1.999 0.427 2.222
H 1.093 -0.971 1.620
H 2.131 1.332 -0.163
H 1.091 0.793 -1.983
H -1.291 0.662 -1.840
H -0.641 -1.009 -2.515
H -2.486 -0.970 -0.627
H -1.096 -1.879 -0.029
H -0.794 -0.111 1.578
H -2.011 0.864 0.785
H -0.720 1.825 -0.796

z) 19
Properties=species:S:1:pos:R:3 method="wB97M-V/def2-TZVPD" smiles=CC#CCCCC homo_lumo_gap_ev=10.417 charge=0 homo_energy_ev=-9.33
C -3.144 0.731 0.184
C -2.120 0.027 -0.707
C -0.721 0.087 -0.102
C 0.351 -0.622 -0.940
C 1.666 -0.506 -0.300
C 2.694 -0.355 0.313
C 3.926 -0.163 1.079
H -3.334 0.155 1.097
H -2.776 1.717 0.490
H -4.101 0.875 -0.328
H -2.416 -1.021 -0.859
H -2.107 0.491 -1.702
H -0.729 -0.352 0.904
H -0.426 1.137 0.024
H 0.089 -1.681 -1.067
H 0.385 -0.188 -1.948
H 3.707 0.295 2.049
H 4.625 0.492 0.548
H 4.430 -1.117 1.265

z) (9.8 kcal/mol below the next structure)

w) 19
Properties=species:S:1:pos:R:3 method="wB97M-V/def2-TZVPD" homo_lumo_gap_ev=8.461 charge=0 homo_energy_ev=-8.39
C 1.350 -1.590 -0.267
C 1.576 -0.115 -0.533
C 0.616 1.003 -0.802
C -0.904 0.980 -0.830
C -1.521 -0.018 0.149
C -1.003 0.207 1.569
C 1.369 0.959 0.498
H 1.049 -2.111 -1.182
H 2.281 -2.044 0.088
H 0.589 -1.767 0.494
H 2.514 0.048 -1.063
H 1.023 1.744 -1.492
H -1.255 1.990 -0.578
H -1.246 0.771 -1.852
H -2.615 0.090 0.115
H -1.309 -1.042 -0.181
H -1.183 -0.656 2.211
H -1.444 1.100 2.024
H 0.111 0.453 1.629

x) 19
Properties=species:S:1:pos:R:3 method="wB97M-V/def2-TZVPD" smiles=CC1CC2(CC2)C1 homo_lumo_gap_ev=10.898 charge=0 homo_energy_ev=-9.73
C 1.533 -2.044 -0.338
C 0.685 -0.986 0.350
C 0.855 0.432 -0.248
C -0.624 0.647 -0.004
C -1.129 1.683 0.948
C -1.520 1.716 -0.511
C -0.852 -0.859 0.107
H 2.599 -1.773 -0.309
H 1.254 -2.098 -1.397
H 1.434 -3.041 0.099
H 0.772 -1.017 1.439
H 1.564 1.149 0.182
H 1.065 0.335 -1.322
H -0.411 2.425 1.294
H -1.880 1.408 1.684
H -1.087 2.479 -1.152
H -2.536 1.425 -0.765
H -1.170 -1.332 -0.829
H -1.529 -1.173 0.912

x) (69.9 kcal/mol below the next structure)

w) 19
Properties=species:S:1:pos:R:3 method="wB97M-V/def2-TZVPD" smiles="C[C@@H]1C=C[C@H](C)C1" homo_lumo_gap_ev=9.815 charge=0 homo_energy_ev=-8.61
C -2.336 -0.343 -0.274
C -1.187 0.620 0.057
C -0.101 -0.047 0.939
C 1.269 0.302 0.301
C 2.368 -0.721 0.567
C 0.846 0.579 -1.162
C -0.431 0.958 -1.176
H -1.962 -1.279 -0.712
H -2.880 -0.600 0.640
H -3.043 0.095 -0.986
H -1.584 1.534 0.499
H -0.203 0.257 1.986
H -0.206 -1.142 0.913
H 1.608 1.257 0.747
H 2.137 -1.661 0.058
H 2.474 -0.936 1.640
H 3.339 -0.363 0.205
H 0.740 0.106 -2.161
H -0.850 1.385 -2.082

x) 19
Properties=species:S:1:pos:R:3 method="wB97M-V/def2-TZVPD" smiles=C1CCCC1.C#C homo_lumo_gap_ev=11.589 charge=0 homo_energy_ev=-10.58
C -1.178 -1.159 0.126
C -0.959 -0.045 1.019
C -1.772 1.232 0.510
C -2.088 0.820 -0.844
C -2.423 -0.784 -0.643
C 4.987 0.553 -0.268
C 4.691 -0.532 -0.049
H -0.317 -1.305 -0.575
H -1.352 -2.110 0.681
H 0.095 -0.008 1.317
H -1.408 -0.357 1.967
H -1.197 2.009 0.553
H -2.807 1.169 1.211
H -1.352 0.881 -1.600
H -2.953 1.400 -1.187
H -2.878 -1.371 -1.492
H -3.231 -0.878 0.072
H 5.661 1.493 -0.293
H 4.187 -1.437 0.246

w) (56.5 kcal/mol below the next structure)